A molecular structure, Cl7O28Pb, computed with ωB97M-V with the def2-TZVPD basis set.

Each line ends with the Mulliken charge.
Atoms and positions in Å:
Pb1 -0.80668 0.28387 -0.26997  1.76
Cl1 -2.32515 -3.38710 -4.90209  1.44
O1 -3.13685 -3.37578 -5.99664  -0.57
O2 -0.94805 -3.66013 -5.44575  -0.63
O3 -2.53028 -2.27822 -3.88648  -0.59
O4 -2.56045 -4.77544 -4.52001  -0.64
Cl2 0.55679 -5.63948 1.31800  1.49
O5 0.65829 -6.48596 0.11400  -0.66
O6 -0.54461 -6.35594 2.03892  -0.65
O7 1.81232 -5.60920 1.98953  -0.59
O8 0.12249 -4.31057 0.86848  -0.58
Cl3 -4.00920 5.71839 0.62461  1.51
O9 -3.02213 4.70828 0.67763  -0.62
O10 -5.12587 5.15712 0.08274  -0.60
O11 -4.39077 6.21581 1.96544  -0.64
O12 -3.29929 6.70042 -0.30503  -0.65
Cl4 -4.59402 -1.25042 4.56692  1.61
O13 -3.73144 -0.70119 3.60920  -0.59
O14 -5.60453 -2.00447 3.97892  -0.66
O15 -3.88928 -2.12889 5.52563  -0.69
O16 -5.20483 -0.26013 5.33484  -0.66
Cl5 3.14106 0.89318 3.94415  1.57
O17 2.24842 0.77075 5.14170  -0.66
O18 4.16778 1.82979 4.23271  -0.63
O19 3.67362 -0.35816 3.55076  -0.60
O20 2.32202 1.35069 2.82241  -0.65
Cl6 5.10465 -1.20339 -2.33627  1.54
O21 5.71072 -0.25281 -1.44237  -0.59
O22 5.65605 -1.42453 -3.72356  -0.63
O23 5.18197 -2.33802 -1.56618  -0.58
O24 3.69439 -1.09781 -2.26074  -0.55
Cl7 2.34076 5.09498 -3.11450  1.55
O25 1.66952 3.85207 -2.67871  -0.64
O26 1.39162 6.16062 -3.02313  -0.64
O27 3.57487 5.37087 -2.54483  -0.63
O28 2.69626 4.79086 -4.37032  -0.63

Results
DFT total energy ... -5518.5404 Ha
Energy above the lowest of the compared OMol25 structures with the same formula, charge and spin ... 713.97 kJ/mol
Max |F| ... 9.5 eV Å⁻¹
Gap between HOMO and LUMO ... 0.089 Ha
HOMO ... 0.533 eV
Charge ... -5

---

A molecular structure, C24H50N2O14P2V, computed with ωB97M-V with the def2-TZVPD basis set.

Each line ends with the Mulliken charge.
Atoms and positions in Å:
O1 14.02851 10.23612 14.35349  -0.77
V1 12.62098 10.45528 13.54871  1.39
O2 12.54474 11.78698 12.67067  -0.36
C1 12.21131 6.61491 12.04451  -1.19
C2 12.72183 7.98297 11.94939  0.80
O3 12.04341 8.94594 12.53574  -0.65
O4 13.80132 8.13588 11.40959  -0.66
H1 13.03567 6.03755 12.52343  0.31
H2 12.21644 6.26753 10.99454  0.33
H3 11.27473 6.52675 12.56842  0.35
C3 11.84860 8.62296 16.21484  -0.85
C4 10.97893 9.76651 15.86932  0.58
O5 9.97417 9.91968 16.58258  -0.63
O6 11.37978 10.66785 14.87285  -0.41
H4 11.24441 7.89128 16.71758  0.32
H5 12.58671 8.98762 16.92153  0.22
H6 12.45023 8.09395 15.48036  0.20
C5 7.12594 14.79578 12.64799  -0.81
C6 7.48560 14.35914 11.29797  -0.14
O7 8.67338 14.97307 10.81830  -0.41
P1 10.09413 14.23988 10.61805  0.66
O8 11.00920 15.21839 10.05275  -0.81
O9 10.43255 13.70976 12.13728  0.02
C7 11.36747 14.43125 13.03434  -0.08
C8 11.22096 15.98676 12.90797  -1.18
O10 9.69130 12.91538 9.82003  -0.31
C9 10.43967 11.68489 10.06366  0.73
C10 9.50367 10.62311 10.60595  -1.15
H7 6.31225 14.12548 13.03214  0.34
H8 8.03051 14.63623 13.27235  0.07
H9 6.82950 15.85959 12.60051  0.29
H10 7.61297 13.26853 11.20027  0.18
H11 6.75583 14.73975 10.58966  0.34
H12 11.01354 14.02646 14.00709  0.26
H13 12.34415 14.12040 12.73944  0.09
H14 11.86308 16.39585 13.65706  0.39
H15 11.46927 16.19445 11.86632  0.42
H16 10.21273 16.23168 13.15223  0.26
H17 10.83842 11.33931 9.12001  0.36
H18 11.24947 11.97017 10.74324  -0.41
H19 10.04029 9.63254 10.76349  0.06
H20 9.19380 10.97979 11.54998  0.29
H21 8.70807 10.43710 9.88683  0.40
C11 18.67663 8.39043 5.78593  -1.03
C12 18.53775 9.84411 6.18947  -0.23
O11 17.22856 10.07977 6.65737  -0.38
P2 16.75420 9.88072 8.15423  1.09
O12 17.86980 9.94299 9.13570  -0.71
O13 15.67330 10.98956 8.29693  -0.46
C13 14.84298 10.85328 9.45264  0.14
C14 14.20640 12.23348 9.66386  -0.72
O14 15.97103 8.48954 8.10155  -0.34
C15 16.02434 7.72448 9.38199  0.79
C16 15.84686 6.27707 8.92717  -1.57
H22 17.90151 7.96288 5.19341  0.29
H23 19.58183 8.35084 5.16085  0.39
H24 18.73305 7.74258 6.68683  0.23
H25 19.20774 10.14331 6.96253  0.30
H26 18.73271 10.45469 5.29343  0.30
H27 14.11466 10.09111 9.39753  0.34
H28 15.44292 10.55529 10.32813  -0.12
H29 14.96091 13.02780 9.84243  0.36
H30 13.54554 12.52865 8.85458  0.41
H31 13.62059 12.14664 10.57554  -0.24
H32 17.02722 7.86131 9.74598  0.39
H33 15.28063 8.14028 10.03706  -0.17
H34 15.77206 5.54193 9.67845  0.38
H35 15.09405 6.21166 8.14557  0.35
H36 16.65608 6.06511 8.19212  0.36
C17 13.66560 14.53455 18.05367  -1.44
C18 14.09676 13.83620 16.77784  -0.06
C19 14.87978 14.61321 15.77039  -0.08
C20 14.09670 15.75958 15.39015  0.29
N1 13.38974 16.64279 15.25991  -0.58
H37 12.80297 15.13260 17.78001  0.35
H38 14.41380 15.24190 18.42727  0.30
H39 13.34822 13.77599 18.73217  0.43
H40 13.22958 13.36030 16.31530  0.05
H41 14.70779 13.01603 17.11548  0.32
H42 15.13268 13.99108 14.93653  0.06
H43 15.83494 14.99189 16.15370  0.34
C21 17.46951 11.55659 12.42927  -1.05
C22 17.55866 10.21157 13.22067  -0.16
C23 17.32552 10.36491 14.74025  -0.04
C24 18.37071 11.13683 15.31692  0.20
N2 19.15309 11.91106 15.67618  -0.55
H44 16.47334 11.86791 12.31237  0.07
H45 17.92090 11.60028 11.45511  0.28
H46 17.99957 12.33248 12.94283  0.51
H47 18.52554 9.72600 13.06807  0.34
H48 16.82986 9.47306 12.87758  0.12
H49 17.25974 9.43695 15.26217  0.41
H50 16.35005 10.87887 15.02750  -0.13

Results
DFT total energy ... -3734.4371 Ha
Max |F| ... 3.4 eV Å⁻¹
Gap between HOMO and LUMO ... 0.367 Ha
HOMO ... -7.673 eV
Charge ... -1

---

A molecular structure, C30H30IN2Pd, computed with ωB97M-V with the def2-TZVPD basis set.

Each line ends with the Mulliken charge.
Atoms and positions in Å:
Pd1 0.06951 0.07152 0.22408  -0.04
I1 -2.55121 0.20087 0.88912  0.22
C1 -2.23151 -1.51391 2.10497  0.42
C2 -3.28695 -2.24860 2.55316  -0.60
C3 -3.03131 -3.35640 3.38341  -0.61
C4 -1.75319 -3.65213 3.76318  -0.89
C5 -0.66018 -2.86112 3.33636  0.81
C6 0.65104 -3.08344 3.81058  -0.95
C7 1.66088 -2.22960 3.47573  -0.79
C8 1.42749 -1.15746 2.58790  -0.30
C9 0.20743 -0.99006 1.98983  -0.19
C10 -0.88983 -1.77666 2.43987  0.83
H1 -4.30179 -1.98984 2.28322  0.42
H2 -3.86008 -3.95473 3.73595  0.39
H3 -1.55587 -4.48923 4.42086  0.40
H4 0.82773 -3.90897 4.48873  0.39
H5 2.65261 -2.35601 3.89034  0.49
H6 2.24413 -0.48112 2.38906  0.46
C11 3.37142 1.94413 1.06117  -1.36
C12 3.84846 0.52157 0.92893  1.70
C13 4.94718 0.04853 1.63084  -0.83
C14 5.30414 -1.29037 1.57151  -1.00
C15 4.53328 -2.19069 0.85434  -0.89
C16 3.42222 -1.75933 0.14497  1.59
C17 2.52375 -2.69901 -0.60743  -1.49
C18 3.12651 -0.39171 0.14490  -1.20
N1 2.00771 0.05193 -0.59693  0.11
C19 2.16079 0.82593 -1.61756  0.48
C20 3.49553 1.12061 -2.22033  -1.74
C21 0.94300 1.33552 -2.24616  0.77
C22 0.97119 1.86348 -3.64373  -1.65
N2 -0.12198 1.29814 -1.53136  0.85
C23 -1.39128 1.61880 -2.07233  -1.28
C24 -1.89779 2.90922 -1.87155  1.03
C25 -1.10188 3.90115 -1.06881  -1.31
C26 -3.12796 3.22418 -2.42920  -0.94
C27 -3.84342 2.27979 -3.14756  -0.84
C28 -3.35696 0.98964 -3.28407  -1.00
C29 -2.12906 0.63072 -2.74485  1.87
C30 -1.59419 -0.76899 -2.88080  -1.25
H7 3.79050 2.40884 1.95101  0.52
H8 2.28040 1.97081 1.13665  0.20
H9 3.65746 2.55213 0.19915  0.30
H10 5.52423 0.73323 2.23960  0.48
H11 6.17695 -1.63595 2.10929  0.42
H12 4.79245 -3.24170 0.85597  0.45
H13 2.73970 -3.73606 -0.36054  0.44
H14 2.63279 -2.57230 -1.68691  0.29
H15 1.48020 -2.48823 -0.35466  0.19
H16 4.30389 0.83251 -1.55568  0.42
H17 3.58637 2.18021 -2.46090  0.39
H18 3.60501 0.56203 -3.15358  0.40
H19 1.45920 1.15100 -4.31047  0.40
H20 1.54609 2.79160 -3.67907  0.40
H21 -0.03356 2.06141 -4.00654  0.40
H22 -0.69931 3.42845 -0.16988  0.18
H23 -1.72242 4.74463 -0.77467  0.48
H24 -0.25467 4.28575 -1.64222  0.26
H25 -3.52899 4.22082 -2.29417  0.46
H26 -4.79164 2.55011 -3.59237  0.45
H27 -3.94083 0.24902 -3.81590  0.48
H28 -2.40756 -1.47603 -3.03288  0.50
H29 -1.03843 -1.07260 -1.99056  0.08
H30 -0.91606 -0.84978 -3.73482  0.29

Results
DFT total energy ... -1696.0815 Ha
Energy above the lowest of the compared OMol25 structures with the same formula, charge and spin ... 26.40 kJ/mol
Max |F| ... 2.0 eV Å⁻¹
Gap between HOMO and LUMO ... 0.240 Ha
HOMO ... -10.597 eV
Charge ... +1

---

A molecular structure, C16H22AlBrF4N2O3PSi, computed with ωB97M-V with the def2-TZVPD basis set.

Each line ends with the Mulliken charge.
Atoms and positions in Å:
C1 2.98963 0.40765 2.31884  -0.93
Si1 3.29752 -0.89787 0.91001  0.49
C2 4.89144 -0.37429 -0.03148  -0.96
C3 3.64828 -2.64240 1.63933  -0.95
O1 1.83764 -0.83941 -0.08976  -0.21
C4 1.96289 0.31014 -0.95840  -0.15
C5 0.63213 0.73709 -1.76114  -1.34
C6 -0.74556 0.67759 -0.95279  0.34
C7 -1.21682 1.84085 -0.00753  0.57
C8 -0.30246 3.12735 0.19452  -0.87
C9 -0.79196 4.32240 -0.95441  0.07
C10 -2.41842 4.74523 -0.85202  -0.52
O2 -1.76402 3.85251 -2.01557  -0.38
C11 -2.59721 1.76284 0.72433  -0.38
C12 -3.50292 0.53095 0.48170  0.25
P1 -5.22365 0.46061 1.32658  0.25
O3 -5.02528 0.26526 3.02041  -0.53
Br1 -6.22434 2.49105 0.87804  -0.29
C13 -3.07814 -0.69147 -0.44322  0.29
N1 -4.04558 -1.75490 -0.56261  -0.55
C14 -3.51022 -2.75640 -1.42514  -0.13
C15 -2.14056 -2.72764 -2.15908  -0.31
N2 -1.22628 -1.63030 -2.04234  -0.31
C16 -1.70446 -0.59713 -1.15214  0.16
H1 3.66463 0.22933 3.22598  0.32
H2 3.20646 1.45129 1.87587  0.25
H3 1.90636 0.39066 2.70211  0.26
H4 4.73313 0.61431 -0.60238  0.30
H5 5.10447 -1.16426 -0.85477  0.24
H6 5.79024 -0.21695 0.65941  0.33
H7 3.72805 -3.42019 0.78177  0.22
H8 2.85575 -3.01890 2.37072  0.26
H9 4.69195 -2.66596 2.14880  0.33
H10 2.42528 1.15619 -0.31601  0.21
H11 2.74127 0.02185 -1.77205  0.20
H12 0.79373 1.83601 -2.09518  0.32
H13 0.57505 0.11343 -2.73459  0.42
H14 -0.38652 3.62951 1.21366  0.43
H15 0.77261 2.87785 -0.12323  0.04
H16 -0.00898 5.19799 -1.21539  0.31
H17 -3.21490 3.94048 -0.74729  0.31
H18 -2.63274 5.82302 -1.17120  0.24
H19 -2.98867 2.56908 1.42527  0.38
H20 -4.25696 -0.33801 3.20796  0.34
H21 -4.17000 -3.68911 -1.59498  0.32
H22 -1.85221 -3.62929 -2.81359  0.31
F1 -1.08319 -5.07545 -0.24734  -0.48
Al1 0.55674 -4.46491 0.06794  1.00
F2 1.50921 -5.73147 0.87024  -0.50
F3 0.46533 -3.03623 1.11897  -0.46
F4 1.33227 -4.01998 -1.46683  -0.49

Results
DFT total energy ... -4805.0041 Ha
Max |F| ... 6.2 eV Å⁻¹
Gap between HOMO and LUMO ... 0.275 Ha
HOMO ... -6.246 eV
Charge ... -1

---

C3H2N4O in the gas phase, computed with ωB97M-V with the def2-TZVPD basis set.

Each line ends with the Mulliken charge.
Atoms and positions in Å:
O1 2.11426 -0.49440 0.78411  -0.41
C1 1.43727 -0.37228 -0.16998  0.72
N1 1.27613 1.04728 -0.81813  -0.15
N2 0.10504 1.39882 -0.74335  -0.21
C2 -0.73563 0.76833 0.30467  -0.16
C3 -1.04371 -0.48754 0.35407  -0.05
N3 -0.56808 -1.30463 -0.67412  -0.03
N4 0.58896 -1.24366 -1.08992  -0.32
H1 -1.23675 1.51243 1.13370  0.27
H2 -1.93749 -0.82435 0.91895  0.34

Results
DFT total energy ... -409.6034 Ha
Structure (SMILES) ... O=c1nnccnn1
Energy above the lowest of the compared OMol25 structures with the same formula, charge and spin ... 327.67 kJ/mol
Max |F| ... 5.0 eV Å⁻¹
Gap between HOMO and LUMO ... 0.315 Ha
HOMO ... -9.252 eV

---

2 unconnected molecules or ions with the total composition CH4ClPS2, computed with ωB97M-V with the def2-TZVPD basis set.

Each line ends with the Mulliken charge.
Atoms and positions in Å:
C1 0.33425 1.22416 0.09909  -0.66
P1 -1.22280 0.29441 0.23077  0.49
S1 -2.80731 1.08405 1.05443  -0.27
S2 -1.08386 -1.10257 -1.12610  -0.33
Cl1 2.01524 -2.71550 0.12305  -0.24
H1 0.70481 1.92085 0.86827  0.31
H2 0.98001 0.39695 -0.06749  0.21
H3 0.27635 1.72967 -0.92288  0.29
H4 0.80332 -2.83203 -0.25913  0.21

Results
DFT total energy ... -1638.4335 Ha
Energy above the lowest of the compared OMol25 structures with the same formula, charge and spin ... 134.77 kJ/mol
Max |F| ... 1.8 eV Å⁻¹
Gap between HOMO and LUMO ... 0.292 Ha
HOMO ... -9.597 eV

---

C2H3N3O6 in the gas phase, computed with ωB97M-V with the def2-TZVPD basis set.

Each line ends with the Mulliken spin population.
Atoms and positions in Å:
C1 0.95108 -0.84149 0.90513  0.01
C2 1.81688 1.30421 0.62677  0.00
N1 -1.08866 -0.83167 -1.11977  0.75
N2 -2.05725 0.01981 -1.78036  -0.01
N3 -1.29216 -1.13609 0.07452  0.40
O1 1.76366 -1.31928 1.62092  0.00
O2 -1.95002 -0.08381 -2.97184  0.10
O3 -2.71179 0.76136 -1.09338  0.04
O4 -2.30220 -1.19678 0.72929  0.69
O5 -0.09860 -1.62128 0.64990  -0.01
O6 0.79664 0.32337 0.30843  0.01
H1 1.92059 1.35301 1.75186  0.00
H2 1.53214 2.26025 0.02565  0.00
H3 2.71969 1.00838 0.27289  0.00

Results
2S+1 ... 3
DFT total energy ... -693.3237 Ha
Energy above the lowest of the compared OMol25 structures with the same formula, charge and spin ... 0.00 kJ/mol
Max |F| ... 7.5 eV Å⁻¹
Gap between HOMO and LUMO (spin up / spin down) ... 0.318 / 0.280 Ha
HOMO (spin up / spin down) ... -8.693 / -11.805 eV

---

A molecular structure, C4H9ClS, computed with ωB97M-V with the def2-TZVPD basis set.

Each line ends with the Mulliken charge.
Atoms and positions in Å:
C1 -0.43027 0.89372 -1.38534  -1.17
C2 -0.38972 0.80986 1.12513  -1.70
C3 1.37873 -1.61622 0.25934  -0.80
C4 -0.79928 0.18581 -0.12464  0.84
S1 -0.37682 -1.57216 -0.20980  -0.05
Cl1 -2.59703 0.10916 0.01464  -0.20
H1 -1.28725 0.67762 -2.15628  0.31
H2 0.47566 0.53438 -1.78427  0.33
H3 -0.40113 1.96779 -1.20715  0.31
H4 -0.78376 0.24705 1.99005  0.36
H5 -0.55394 1.76285 1.16506  0.56
H6 0.70997 0.79209 1.22603  0.38
H7 1.90505 -2.55742 0.14705  0.34
H8 1.29605 -1.32668 1.32186  0.23
H9 1.85374 -0.90786 -0.38167  0.25

Results
DFT total energy ... -1016.1516 Ha
Energy above the lowest of the compared OMol25 structures with the same formula, charge and spin ... 96.39 kJ/mol
Max |F| ... 6.0 eV Å⁻¹
Gap between HOMO and LUMO ... 0.351 Ha
HOMO ... -8.723 eV